No. 1
{
  "formula": "C33H76ClFN3O7",
  "method": "wB97M-V/def2-TZVPD",
  "homo_ev": -11.57,
  "total_charge": 1,
  "homo_lumo_gap_ev": 9.0,
  "symbols": ["C", "C", "C", "O", "C", "C", "C", "F", "C", "C", "C", "C", "C", "C", "C", "O", "C", "C", "C", "N", "C", "C", "N", "C", "Cl", "C", "C", "C", "C", "N", "H", "H", "H", "H", "H", "H", "H", "H", "H", "H", "H", "H", "H", "H", "H", "H", "H", "H", "H", "H", "H", "H", "H", "H", "H", "H", "H", "H", "H", "H", "H", "H", "H", "H", "H", "H", "H", "H", "H", "H", "H", "H", "H", "H", "H", "H", "C", "C", "O", "H", "H", "H", "H", "H", "H", "C", "C", "O", "H", "H", "H", "H", "H", "H", "C", "C", "O", "H", "H", "H", "H", "H", "H", "C", "C", "O", "H", "H", "H", "H", "H", "H", "C", "C", "O", "H", "H", "H", "H", "H", "H"],
  "positions_angstrom": [[-0.81851, 4.72664, 0.88837], [0.20133, 3.94835, 0.03672], [-0.04675, 2.44071, 0.07045], [0.63280, 1.96274, 1.21200], [0.46775, 0.57950, 1.49719], [-1.02345, 0.26910, 1.78546], [-1.65666, 1.20693, 2.80936], [-2.92682, 1.57903, 2.35113], [1.26932, 0.34004, 2.77739], [1.31144, -1.10993, 3.30208], [2.69699, -1.65812, 3.68380], [3.63032, -0.65166, 4.37903], [4.82099, -0.17779, 3.52349], [5.26453, 1.27695, 3.77888], [5.26060, 2.16627, 2.53944], [5.80335, 1.45193, 1.44642], [5.80628, 2.16211, 0.23027], [1.01549, -0.26078, 0.32991], [2.54237, -0.34686, 0.24434], [0.43414, 0.19026, -1.02830], [-0.79889, -0.61631, -1.35944], [-0.40720, -1.92393, -2.01433], [0.42685, -2.69185, -1.44527], [0.35640, 1.71351, -1.21705], [2.05432, 2.17715, -1.62976], [-0.53018, 2.12244, -2.38634], [-0.24565, 1.51274, -3.78094], [-1.52612, 1.08167, -4.51215], [-1.43101, -0.22399, -5.33205], [-1.53857, 0.04378, -6.77313], [-1.36968, 5.45097, 0.28723], [-0.32398, 5.28214, 1.68550], [-1.55066, 4.06449, 1.35723], [0.22772, 4.32470, -0.98608], [1.20747, 4.09024, 0.43952], [-1.13211, 2.29353, 0.18298], [-1.63936, 0.37733, 0.89480], [-1.12149, -0.76982, 2.11191], [-1.08025, 2.12427, 2.93862], [-1.79878, 0.72824, 3.77877], [2.27395, 0.74548, 2.64238], [0.79485, 0.98470, 3.52347], [0.84572, -1.79351, 2.58128], [0.68356, -1.17725, 4.19543], [3.20045, -2.08887, 2.81147], [2.53315, -2.50232, 4.35873], [4.01831, -1.11788, 5.28818], [3.06744, 0.22615, 4.71245], [4.59703, -0.30418, 2.46159], [5.67344, -0.83292, 3.71982], [6.26840, 1.29374, 4.20966], [4.60829, 1.75133, 4.51549], [5.86546, 3.06309, 2.72933], [4.24050, 2.51274, 2.29932], [4.88532, 1.97396, -0.33443], [6.66630, 1.83236, -0.35526], [5.89640, 3.24497, 0.38165], [0.63887, -1.27411, 0.46947], [2.87756, -1.23686, 0.77811], [2.88180, -0.45121, -0.78819], [3.04183, 0.53121, 0.65500], [1.14536, -0.11383, -1.69652], [-1.47451, -0.06489, -1.99870], [-1.31371, -0.85174, -0.43405], [-0.86621, -2.15847, -2.97494], [0.59566, -3.51308, -2.02685], [-1.56951, 1.92579, -2.10494], [-0.43298, 3.20519, -2.45247], [0.47445, 0.68487, -3.73845], [0.25845, 2.28485, -4.36489], [-1.81349, 1.85103, -5.22994], [-2.33052, 1.00905, -3.77819], [-0.49305, -0.74614, -5.09437], [-2.25686, -0.88637, -5.06233], [-0.62072, 0.17124, -7.18560], [-1.93959, -0.75461, -7.25139], [-5.33078, -0.03381, 5.27365], [-4.41959, -1.02740, 4.58194], [-4.36961, -0.82794, 3.16857], [-6.34023, -0.09766, 4.86661], [-5.37467, -0.22667, 6.34580], [-4.97298, 0.98825, 5.12837], [-4.78483, -2.04434, 4.71669], [-3.41069, -0.97778, 5.00302], [-4.04542, 0.06570, 3.00645], [8.13992, -1.57387, -0.16759], [8.32575, -0.67175, -1.37228], [7.29278, -0.84361, -2.34033], [8.11574, -2.61848, -0.47886], [8.94991, -1.44142, 0.55042], [7.19890, -1.34731, 0.34182], [9.26008, -0.90076, -1.88177], [8.36918, 0.37656, -1.05706], [6.45786, -0.63904, -1.90847], [-1.18301, -7.43182, -2.23132], [-1.20686, -6.27846, -3.21357], [-2.13942, -5.26302, -2.84046], [-2.17627, -7.87070, -2.14049], [-0.48766, -8.20596, -2.55646], [-0.87171, -7.09283, -1.23993], [-1.52792, -6.61523, -4.19753], [-0.20170, -5.85145, -3.32023], [-1.89240, -4.93981, -1.96802], [-5.12944, 3.28540, -1.95480], [-5.47731, 2.35536, -3.09906], [-4.57044, 1.25557, -3.20933], [-4.12223, 3.68864, -2.08142], [-5.83089, 4.11805, -1.90099], [-5.16653, 2.75287, -1.00097], [-5.42587, 2.87803, -4.05340], [-6.48884, 1.96050, -2.98018], [-4.66249, 0.73658, -2.40217], [-5.59891, -1.60365, 0.05585], [-6.39652, -0.31574, 0.08205], [-7.13093, -0.07367, -1.11790], [-4.90783, -1.60850, -0.79071], [-5.03114, -1.70734, 0.98045], [-6.24947, -2.47446, -0.04829], [-5.72326, 0.53823, 0.17963], [-7.06745, -0.30130, 0.94633], [-7.78062, -0.77422, -1.23283]],
  "mulliken_charge": [-1.219, -0.485, -0.599, -0.282, 1.825, -1.599, -1.164, -0.518, -0.416, -1.318, -1.141, -0.947, -0.038, -1.172, -0.413, -0.203, -0.415, -0.549, -1.759, 0.601, 0.418, -0.988, -0.377, 0.993, -0.172, -1.590, -0.956, 0.453, -0.837, -0.725, 0.345, 0.337, 0.229, 0.416, 0.357, 0.219, 0.470, 0.668, 0.594, 0.185, -0.313, 1.023, 0.433, 0.481, 0.425, 0.449, 0.543, 0.425, -0.121, 0.645, 0.426, 0.358, 0.527, 0.153, 0.062, 0.028, 0.376, 0.895, 0.055, 0.474, -0.008, 0.905, -0.248, 0.395, 0.629, 0.270, 0.365, 0.883, 0.429, 0.584, 0.590, -0.674, 0.350, 0.414, 0.218, 0.258, -1.107, -0.156, -0.353, 0.262, 0.382, 0.314, 0.326, 0.198, 0.200, -0.663, -0.229, -0.508, 0.312, 0.317, 0.015, 0.331, 0.154, 0.291, -1.035, -0.176, -0.482, 0.272, 0.342, 0.326, 0.289, 0.194, 0.283, -0.777, -0.312, -0.406, 0.155, 0.408, 0.110, 0.367, 0.258, 0.132, -0.809, -0.075, -0.494, 0.186, 0.186, 0.377, -0.019, 0.392, 0.291]
}

No. 2
{
  "formula": "C33H78FeN11O16P",
  "method": "wB97M-V/def2-TZVPD",
  "s_squared": 6.012,
  "homo_ev": [-0.25, -0.26],
  "multiplicity": 5,
  "total_charge": -2,
  "homo_lumo_gap_ev": [3.7, 3.7],
  "symbols": ["Fe", "O", "H", "P", "O", "O", "O", "O", "C", "O", "N", "C", "C", "H", "H", "H", "H", "H", "H", "H", "C", "O", "N", "C", "C", "H", "H", "H", "H", "H", "H", "H", "C", "O", "N", "C", "C", "H", "H", "H", "H", "H", "H", "H", "C", "O", "N", "C", "C", "H", "H", "H", "H", "H", "H", "H", "C", "O", "N", "C", "C", "H", "H", "H", "H", "H", "H", "H", "C", "O", "N", "C", "C", "H", "H", "H", "H", "H", "H", "H", "C", "O", "N", "C", "C", "H", "H", "H", "H", "H", "H", "H", "C", "O", "N", "C", "C", "H", "H", "H", "H", "H", "H", "H", "C", "O", "N", "C", "C", "H", "H", "H", "H", "H", "H", "H", "C", "O", "N", "C", "C", "H", "H", "H", "H", "H", "H", "H", "C", "O", "N", "C", "C", "H", "H", "H", "H", "H", "H", "H"],
  "positions_angstrom": [[2.78910, -18.68874, 4.07778], [3.44342, -18.25424, 5.87923], [3.52759, -18.04911, 6.83073], [0.35973, -18.35228, 3.33319], [-0.87742, -17.76591, 3.99581], [1.08796, -19.54047, 4.03973], [1.60746, -17.47770, 3.13145], [-0.33880, -18.73479, 2.02936], [6.59748, -18.38432, 7.64474], [7.52724, -17.60272, 7.48725], [6.73478, -19.68166, 7.76011], [7.96328, -20.39784, 7.88420], [5.57596, -20.52766, 7.48233], [5.56383, -18.03935, 7.80207], [7.70959, -21.30716, 8.42907], [8.62505, -19.77379, 8.48479], [8.53276, -20.60510, 6.97820], [5.75104, -21.47158, 6.96613], [5.24940, -20.85087, 8.47076], [4.85850, -19.90123, 6.95229], [9.12466, -21.41905, 0.58890], [9.89080, -22.34653, 0.88497], [8.52211, -20.65318, 1.47416], [7.56227, -19.65934, 1.15232], [8.82199, -20.55883, 2.92016], [8.75981, -21.29872, -0.44290], [8.00244, -18.74691, 0.75007], [6.96381, -19.46477, 2.04231], [6.91179, -20.01289, 0.35234], [9.01123, -19.51916, 3.18730], [8.03408, -20.92273, 3.57962], [9.57481, -21.30508, 3.17404], [4.37194, -21.50644, 2.98842], [3.87624, -20.53800, 3.64373], [4.41194, -21.69600, 1.68871], [5.18484, -22.68221, 1.01826], [3.71849, -20.83198, 0.73593], [4.90377, -22.32728, 3.49398], [4.60234, -23.36662, 0.40152], [5.82634, -23.23088, 1.70786], [5.89337, -22.20107, 0.34403], [3.26667, -21.36932, -0.09787], [2.95922, -20.17176, 1.15511], [4.47299, -20.14780, 0.34769], [6.39266, -14.16982, 6.84318], [7.35048, -13.45932, 6.97279], [5.34435, -13.86861, 6.02971], [4.11210, -14.73702, 5.94401], [5.38685, -12.67840, 5.20475], [6.21003, -15.05265, 7.47521], [3.17935, -14.17883, 6.02455], [4.01725, -15.61237, 6.58656], [4.22668, -15.24127, 4.98447], [4.63563, -12.00479, 5.61707], [6.39283, -12.25889, 5.21576], [5.16454, -12.76080, 4.14085], [4.96437, -16.96204, 2.72076], [4.70426, -18.09558, 3.15564], [6.12761, -16.30961, 2.88884], [7.13795, -17.00279, 3.79556], [6.37479, -15.02305, 2.43375], [4.30597, -16.46154, 1.99398], [7.53559, -16.33257, 4.55766], [8.02363, -17.47475, 3.37019], [6.71829, -17.83719, 4.35748], [5.45753, -14.43559, 2.47391], [6.90356, -14.57382, 3.27440], [6.92878, -14.87572, 1.50666], [-2.18417, -20.04291, 5.30643], [-2.52965, -19.99520, 4.12254], [-2.74113, -20.78513, 6.25193], [-3.69241, -21.92672, 5.95571], [-2.36322, -20.63380, 7.62342], [-1.43208, -19.35099, 5.71609], [-4.00481, -22.17727, 4.94194], [-4.64381, -21.60432, 6.37880], [-3.37703, -22.84032, 6.45968], [-1.91949, -19.64794, 7.76223], [-3.23263, -20.59728, 8.27985], [-1.72575, -21.42428, 8.01948], [0.01117, -22.47902, 2.21806], [-0.32941, -23.43597, 2.91511], [-0.11717, -22.37802, 0.86842], [0.30208, -21.23703, 0.10559], [-0.81159, -23.40983, 0.09067], [0.44592, -21.56381, 2.64888], [0.37443, -20.30651, 0.66862], [-0.46440, -20.99034, -0.62909], [1.17731, -21.55820, -0.45914], [-0.79063, -24.44051, 0.44472], [-1.80307, -22.99342, -0.08732], [-0.35477, -23.68139, -0.86100], [1.08484, -17.74792, -2.89809], [0.28145, -16.86747, -2.86455], [1.90697, -18.16926, -1.97864], [1.82868, -17.78309, -0.53781], [2.84718, -19.25717, -2.29568], [1.29962, -18.28095, -3.83721], [2.72766, -17.50621, 0.01289], [1.55259, -18.68767, 0.00405], [1.04201, -17.04055, -0.40407], [3.15113, -19.16657, -3.33852], [3.76928, -19.16118, -1.72242], [2.49757, -20.27138, -2.10270], [1.47487, -24.24721, 6.28785], [2.47748, -25.03012, 6.37480], [1.47333, -22.88432, 6.42072], [0.29938, -22.03633, 6.08760], [2.68103, -22.15678, 6.77131], [0.43989, -24.51298, 6.02253], [0.40719, -21.44472, 5.17849], [0.20020, -21.30564, 6.89032], [-0.63817, -22.56909, 5.92865], [2.80966, -21.56632, 7.67845], [3.54069, -22.81602, 6.89168], [2.97036, -21.36136, 6.08450], [2.23304, -14.02657, 2.20392], [3.26372, -14.30956, 1.60056], [1.69870, -12.81159, 2.39410], [0.38677, -12.59713, 3.02944], [2.33928, -11.75334, 1.69108], [1.55905, -14.74529, 2.69522], [0.36917, -11.71521, 3.66976], [0.07233, -13.38900, 3.70927], [-0.51664, -12.57964, 2.41981], [2.59979, -10.94933, 2.37941], [3.28446, -12.02521, 1.22117], [1.70636, -11.26314, 0.95134], [1.64007, -19.26652, 8.62111], [1.95089, -19.62702, 9.78214], [0.77171, -18.31102, 8.47729], [0.51351, -17.81084, 7.14882], [0.03729, -17.69056, 9.51978], [1.92657, -19.65517, 7.63163], [1.17963, -16.94841, 7.12449], [-0.49795, -17.40944, 7.08617], [0.76879, -18.32233, 6.22076], [0.06473, -16.60184, 9.47470], [-1.02508, -17.91208, 9.41779], [0.39511, -17.95971, 10.51358]],
  "lowdin_spin": [3.642, 0.084, 0.009, 0.010, 0.005, 0.088, 0.091, 0.006, 0.001, 0.000, 0.000, 0.000, 0.000, 0.001, 0.000, 0.000, 0.000, 0.000, 0.000, 0.000, 0.000, 0.000, 0.000, 0.000, 0.000, 0.000, 0.000, 0.000, 0.000, 0.000, 0.000, 0.000, 0.001, 0.028, -0.002, 0.000, 0.000, 0.001, 0.000, 0.000, 0.000, 0.000, 0.000, 0.000, 0.000, 0.000, 0.000, 0.000, 0.000, 0.000, 0.000, 0.000, 0.000, 0.000, 0.000, 0.000, 0.008, 0.016, 0.006, 0.000, 0.001, 0.000, 0.000, 0.000, 0.000, 0.000, 0.000, 0.000, 0.000, 0.000, 0.000, 0.000, 0.000, 0.000, 0.000, 0.000, 0.000, 0.000, 0.000, 0.000, 0.000, 0.000, 0.000, 0.000, 0.000, 0.000, 0.000, 0.000, 0.000, 0.000, 0.000, 0.000, 0.000, 0.000, 0.000, 0.000, 0.000, 0.000, 0.000, 0.000, 0.000, 0.000, 0.000, 0.000, 0.000, 0.000, 0.000, 0.000, 0.000, 0.000, 0.000, 0.000, 0.000, 0.000, 0.000, 0.000, 0.000, 0.000, 0.000, 0.000, 0.000, 0.000, 0.000, 0.000, 0.000, 0.000, 0.000, 0.000, 0.000, 0.000, 0.000, -0.001, 0.000, 0.000, 0.000, 0.000, -0.001, 0.000, 0.000, 0.000]
}